[1]
The following is a DFT calculation (ωB97M-V/def2-TZVPD) of a cluster of 2 separate species, C3H7OS in total.

The geometry in ORCA input format:
```
! wB97M-V def2-TZVPD RIJCOSX def2/J DEFGRID3
* xyz -1 1
C 1.59 0.90 0.03
H -2.44 0.35 -1.53
H 1.48 0.89 -1.05
H 2.05 2.14 1.73
C -1.92 0.27 -0.57
H 2.06 2.86 0.00
O 1.32 -0.27 0.61
H -2.62 0.57 0.23
C 1.91 2.02 0.67
H -1.14 1.03 -0.51
H 0.42 -0.72 0.30
S -1.28 -1.42 -0.34
*
```

Frontier orbital gap: 7.10 eV
HOMO level: -2.89 eV

Atomic partial charges in e from the Mulliken method, atoms 1 to 8: atom 1 (C): -0.0639, atom 2 (H): 0.1909, atom 3 (H): 0.3761, atom 4 (H): 0.2894, atom 5 (C): -0.6491, atom 6 (H): 0.2179, atom 7 (O): -0.4741, atom 8 (H): 0.2032

[2]
The following is a DFT calculation (ωB97M-V/def2-TZVPD) of a cluster of 2 separate species, C3H7OS in total.

The geometry in ORCA input format:
```
! wB97M-V def2-TZVPD RIJCOSX def2/J DEFGRID3
* xyz 0 2
C -0.16 -2.20 0.30
S 0.37 1.66 -1.71
H -0.02 -0.26 -0.25
O -0.48 -0.87 0.45
H 1.27 -2.30 1.81
H -0.13 3.38 0.27
C -0.34 3.14 -0.76
H -0.16 4.01 -1.30
H -1.44 2.93 -0.51
H 1.19 -3.83 0.78
C 0.82 -2.83 1.03
H -0.91 -2.84 -0.10
*
```

<S²>: 0.753
Frontier orbital gap (alpha / beta): 9.71 / 6.43 eV
HOMO level (alpha / beta): -8.90 / -8.88 eV

Atomic partial charges in e from the Mulliken method, atoms 1 to 8: atom 1 (C): -0.0951, atom 2 (S): -0.1202, atom 3 (H): 0.2753, atom 4 (O): -0.4468, atom 5 (H): 0.2713, atom 6 (H): 0.3299, atom 7 (C): -0.7832, atom 8 (H): 0.3378

[3]
The following is a DFT calculation (ωB97M-V/def2-TZVPD) of the ion C3H7OS2 with charge -1.

The geometry in ORCA input format:
```
! wB97M-V def2-TZVPD RIJCOSX def2/J DEFGRID3
* xyz -1 1
S 1.92 1.42 -0.50
O 0.27 -2.51 0.43
C -0.72 -1.63 0.29
H -1.56 -2.02 -0.34
H 0.68 0.96 1.38
C -0.36 -0.18 -0.22
H -1.22 0.48 -0.01
C 0.92 0.31 0.53
H 1.40 -0.65 0.78
H -0.60 2.29 -0.96
H -0.16 -0.06 -1.31
S 0.58 2.80 -1.34
H -1.15 -1.22 1.28
*
```

Frontier orbital gap: 5.67 eV
SMILES string: [O-]CCCSS
HOMO level: -2.71 eV

Atomic partial charges in e from the Mulliken method, atoms 1 to 8: atom 1 (S): -0.1227, atom 2 (O): -0.8464, atom 3 (C): -0.5235, atom 4 (H): 0.2566, atom 5 (H): 0.3082, atom 6 (C): -0.7883, atom 7 (H): 0.2639, atom 8 (C): -0.4635

[4]
The following is a DFT calculation (ωB97M-V/def2-TZVPD) of the ion C3H7OS2 with charge -1.

The geometry in ORCA input format:
```
! wB97M-V def2-TZVPD RIJCOSX def2/J DEFGRID3
* xyz -1 1
H 1.56 -0.51 1.01
H 0.04 -3.97 0.49
H -1.26 1.95 -1.03
H -0.68 2.49 0.60
C 0.64 -0.41 0.41
S -0.75 -3.08 -0.10
S 0.73 -1.79 -0.81
H -0.22 -0.34 1.06
C 0.53 0.91 -0.44
C -0.86 1.58 -0.06
H 0.58 0.79 -1.52
H 1.41 1.55 -0.24
O -1.74 0.82 0.63
*
```

Frontier orbital gap: 5.70 eV
SMILES string: [O-]CCCSS
HOMO level: -2.48 eV

Atomic partial charges in e from the Mulliken method, atoms 1 to 8: atom 1 (H): 0.3260, atom 2 (H): 0.1064, atom 3 (H): 0.1669, atom 4 (H): 0.1417, atom 5 (C): -0.5084, atom 6 (S): -0.2341, atom 7 (S): -0.1768, atom 8 (H): 0.3800

[5]
The following is a DFT calculation (ωB97M-V/def2-TZVPD) of the ion C3H7OS2 with charge -1.

The geometry in ORCA input format:
```
! wB97M-V def2-TZVPD RIJCOSX def2/J DEFGRID3
* xyz -1 1
H 0.18 1.04 -1.68
H 1.34 1.64 -0.57
H 1.76 -0.33 0.63
H -1.18 -2.66 1.07
C 0.48 0.97 -0.60
S -0.47 -3.55 0.19
H 0.10 -0.65 0.59
O -1.51 0.42 0.71
C -0.77 1.49 0.18
H -1.38 2.18 -0.51
C 0.87 -0.47 -0.05
H -0.23 2.05 0.90
S 0.81 -2.14 -0.85
*
```

Frontier orbital gap: 5.97 eV
SMILES string: [O-]CCCSS
HOMO level: -2.81 eV

Atomic partial charges in e from the Mulliken method, atoms 1 to 8: atom 1 (H): 0.2310, atom 2 (H): 0.3480, atom 3 (H): 0.3103, atom 4 (H): 0.2009, atom 5 (C): -0.5241, atom 6 (S): -0.2839, atom 7 (H): -0.0056, atom 8 (O): -0.8704

[6]
The following is a DFT calculation (ωB97M-V/def2-TZVPD) of a cluster of 2 separate species, C3H7PS in total.

The geometry in ORCA input format:
```
! wB97M-V def2-TZVPD RIJCOSX def2/J DEFGRID3
* xyz 0 1
C 1.29 -0.51 0.07
P 2.24 0.78 0.92
H -1.03 0.80 -1.54
H 1.47 -2.20 1.36
C -1.00 1.33 -0.62
S 2.74 -0.25 -0.86
H -0.18 -1.64 1.08
H -1.61 1.01 0.19
C 0.79 -1.80 0.60
H 1.62 1.88 0.32
H 0.68 -2.53 -0.19
H -0.52 2.29 -0.59
*
```

Frontier orbital gap (alpha / beta): 8.57 / 8.01 eV
HOMO level (alpha / beta): -8.65 / -7.74 eV

Atomic partial charges in e from the Mulliken method, atoms 1 to 8: atom 1 (C): 0.3313, atom 2 (P): -0.0848, atom 3 (H): 0.3064, atom 4 (H): 0.3218, atom 5 (C): -1.0084, atom 6 (S): -0.2275, atom 7 (H): 0.2565, atom 8 (H): 0.3181

[7]
The following is a DFT calculation (ωB97M-V/def2-TZVPD) of a structure of composition C3H7PS.

The geometry in ORCA input format:
```
! wB97M-V def2-TZVPD RIJCOSX def2/J DEFGRID3
* xyz 0 3
P 3.17 -0.05 -0.13
S 0.16 1.28 -0.16
H -2.24 0.71 -0.80
H -2.02 1.15 1.02
H -0.45 -1.65 0.82
C 0.83 -0.28 0.01
C -1.71 1.29 -0.04
H 3.06 1.43 -0.15
H -1.77 2.34 -0.30
C 0.24 -1.70 0.08
H -0.24 -2.14 -0.80
H 0.95 -2.38 0.46
*
```

<S²>: 2.008
Frontier orbital gap (alpha / beta): 6.83 / 7.91 eV
HOMO level (alpha / beta): -6.44 / -9.13 eV

Atomic partial charges in e from the Mulliken method, atoms 1 to 8: atom 1 (P): 0.0683, atom 2 (S): -0.0278, atom 3 (H): 0.3030, atom 4 (H): 0.2839, atom 5 (H): 0.3307, atom 6 (C): -0.1177, atom 7 (C): -0.8703, atom 8 (H): 0.0116

[8]
The following is a DFT calculation (ωB97M-V/def2-TZVPD) of a structure of composition C3H7PS2.

The geometry in ORCA input format:
```
! wB97M-V def2-TZVPD RIJCOSX def2/J DEFGRID3
* xyz 0 1
P 2.85 0.31 -0.75
S 1.29 1.35 0.27
H -1.17 1.26 0.54
C -1.64 0.48 0.03
S 2.01 -1.32 0.35
C 0.65 -0.23 0.77
H 1.96 0.35 -1.93
C -0.59 -0.61 0.04
H -1.07 -1.58 0.37
H -1.90 0.80 -1.02
H 0.53 -0.11 1.91
H -0.36 -0.72 -1.00
H -2.57 0.04 0.41
*
```

Frontier orbital gap: 8.91 eV
HOMO level: -8.69 eV

Atomic partial charges in e from the Mulliken method, atoms 1 to 8: atom 1 (P): -0.0137, atom 2 (S): -0.1536, atom 3 (H): 0.3270, atom 4 (C): -0.9484, atom 5 (S): -0.1868, atom 6 (C): -0.2363, atom 7 (H): 0.0717, atom 8 (C): -0.1860

[9]
The following is a DFT calculation (ωB97M-V/def2-TZVPD) of a cluster of 2 separate species, C3H7S in total.

The geometry in ORCA input format:
```
! wB97M-V def2-TZVPD RIJCOSX def2/J DEFGRID3
* xyz -1 1
H -0.15 1.19 -0.25
H -2.15 -1.91 -0.98
H -2.81 0.34 -1.09
C -1.01 1.01 0.39
H -1.32 1.94 0.71
H 6.16 0.43 1.14
S 6.06 -0.41 0.16
C -1.55 -1.26 -0.48
C -1.80 0.07 -0.56
H -0.74 -1.87 -0.32
H -0.70 0.46 1.28
*
```

Frontier orbital gap: 5.33 eV
HOMO level: -2.26 eV

Atomic partial charges in e from the Mulliken method, atoms 1 to 8: atom 1 (H): 0.2615, atom 2 (H): 0.3005, atom 3 (H): 0.2329, atom 4 (C): -0.9727, atom 5 (H): 0.3729, atom 6 (H): -0.0853, atom 7 (S): -0.9146, atom 8 (C): -0.9179

[10]
The following is a DFT calculation (ωB97M-V/def2-TZVPD) of a cluster of 2 separate species, C3H7S in total.

The geometry in ORCA input format:
```
! wB97M-V def2-TZVPD RIJCOSX def2/J DEFGRID3
* xyz -1 1
H 1.24 -1.40 1.57
H -0.29 -1.17 0.66
C 0.38 0.91 -0.92
H 0.70 1.95 -0.96
S -2.94 -1.31 0.49
H 0.51 0.55 -1.94
H -3.24 -0.03 0.78
H -0.66 0.84 -0.61
C 0.76 -0.88 0.75
H 2.27 0.45 0.17
C 1.26 0.10 0.01
*
```

Frontier orbital gap: 6.55 eV
HOMO level: -2.53 eV

Atomic partial charges in e from the Mulliken method, atoms 1 to 8: atom 1 (H): 0.2544, atom 2 (H): 0.0503, atom 3 (C): -0.7945, atom 4 (H): 0.2847, atom 5 (S): -0.8745, atom 6 (H): 0.2089, atom 7 (H): -0.0644, atom 8 (H): 0.2172

[11]
The following is a DFT calculation (ωB97M-V/def2-TZVPD) of a cluster of 2 separate species, C3H7S in total.

The geometry in ORCA input format:
```
! wB97M-V def2-TZVPD RIJCOSX def2/J DEFGRID3
* xyz -1 1
H -0.37 -1.41 2.89
H -1.47 -0.09 -1.18
H -1.25 1.23 -0.10
S -1.26 -2.34 2.55
C 1.25 -0.25 0.04
C 0.62 0.46 -0.88
H 0.73 -0.71 0.88
C -0.84 0.79 -1.01
H 1.23 1.10 -1.52
H -0.97 1.49 -1.83
H 2.33 -0.26 0.16
*
```

Frontier orbital gap: 6.26 eV
HOMO level: -2.44 eV

Atomic partial charges in e from the Mulliken method, atoms 1 to 8: atom 1 (H): -0.1125, atom 2 (H): 0.2577, atom 3 (H): 0.2654, atom 4 (S): -0.8623, atom 5 (C): -0.4335, atom 6 (C): -0.0251, atom 7 (H): 0.0467, atom 8 (C): -0.8938

[12]
The following is a DFT calculation (ωB97M-V/def2-TZVPD) of a cluster of 2 separate species, C3H7S in total.

The geometry in ORCA input format:
```
! wB97M-V def2-TZVPD RIJCOSX def2/J DEFGRID3
* xyz -1 1
H -0.62 -1.50 -0.69
H -0.51 0.88 0.07
H 1.07 1.69 0.69
H -2.57 2.17 0.23
H 0.93 -2.52 -0.32
H 2.13 -0.54 0.62
H 0.85 -1.46 -1.81
S -3.57 2.59 1.13
C 0.60 -1.54 -0.72
C 0.58 0.73 0.45
C 1.10 -0.49 0.34
*
```

Frontier orbital gap: 5.81 eV
HOMO level: -2.38 eV

Atomic partial charges in e from the Mulliken method, atoms 1 to 8: atom 1 (H): 0.2325, atom 2 (H): 0.0569, atom 3 (H): 0.2640, atom 4 (H): -0.1374, atom 5 (H): 0.2511, atom 6 (H): 0.2648, atom 7 (H): 0.2403, atom 8 (S): -0.8773

[13]
The following is a DFT calculation (ωB97M-V/def2-TZVPD) of an isolated molecule of C3H8.

The geometry in ORCA input format:
```
! wB97M-V def2-TZVPD RIJCOSX def2/J DEFGRID3
* xyz 0 1
H 0.45 0.08 -1.67
H -1.67 -0.84 0.43
C 0.29 0.12 0.51
C 0.98 -0.27 -0.79
H 0.45 -0.63 1.28
H -1.52 0.47 -0.66
H -1.72 0.90 0.98
H 1.01 -1.36 -0.90
H 2.03 0.02 -0.88
H 0.61 1.08 0.89
C -1.24 0.15 0.35
*
```

Frontier orbital gap: 12.76 eV
SMILES string: CCC
HOMO level: -11.43 eV

Atomic partial charges in e from the Mulliken method, atoms 1 to 8: atom 1 (H): 0.2944, atom 2 (H): 0.2942, atom 3 (C): -0.1436, atom 4 (C): -1.0581, atom 5 (H): 0.2045, atom 6 (H): 0.2861, atom 7 (H): 0.3055, atom 8 (H): 0.2800

[14]
The following is a DFT calculation (ωB97M-V/def2-TZVPD) of an isolated molecule of C3H8BNO.

The geometry in ORCA input format:
```
! wB97M-V def2-TZVPD RIJCOSX def2/J DEFGRID3
* xyz 0 1
C 0.17 -0.44 -0.05
H -0.09 -1.08 0.77
C -0.13 1.00 0.88
H 2.00 -0.75 -1.72
H 0.57 1.86 0.70
H -1.66 -1.33 -0.87
C -1.06 -0.38 -1.01
H 2.26 -0.05 0.38
H -0.13 0.55 1.91
O -1.64 0.86 -0.81
B 1.63 -0.47 -0.47
H -2.18 1.03 1.02
N -1.41 1.37 0.44
H -0.70 -0.40 -2.09
*
```

Frontier orbital gap: 9.23 eV
SMILES string: B[C@H]1CNOC1
HOMO level: -9.02 eV

Atomic partial charges in e from the Mulliken method, atoms 1 to 8: atom 1 (C): -0.2290, atom 2 (H): 0.2656, atom 3 (C): -0.5377, atom 4 (H): -0.0578, atom 5 (H): 0.3087, atom 6 (H): 0.2482, atom 7 (C): -0.3497, atom 8 (H): -0.0570

[15]
The following is a DFT calculation (ωB97M-V/def2-TZVPD) of a structure of composition C3H8BaO3.

The geometry in ORCA input format:
```
! wB97M-V def2-TZVPD RIJCOSX def2/J DEFGRID3
* xyz 0 1
H -1.76 -0.75 0.43
H 0.84 -2.16 0.01
C 0.21 -1.84 -0.84
O 2.61 0.65 1.16
H -0.72 -2.41 -0.82
H -0.23 -0.20 1.37
H -1.92 1.70 0.94
Ba 1.62 1.44 -0.92
H 3.10 1.20 1.77
O -0.08 -0.46 -0.76
O -0.25 2.20 -0.19
H -1.98 1.33 -0.83
C -0.89 -0.07 0.37
C -1.33 1.36 0.07
H 0.78 -2.00 -1.77
*
```

Frontier orbital gap: 7.75 eV
HOMO level: -8.10 eV

Atomic partial charges in e from the Mulliken method, atoms 1 to 8: atom 1 (H): 0.3599, atom 2 (H): 0.3219, atom 3 (C): -0.7675, atom 4 (O): -0.9743, atom 5 (H): 0.2595, atom 6 (H): 0.2664, atom 7 (H): 0.2985, atom 8 (Ba): 1.5927

[16]
The following is a DFT calculation (ωB97M-V/def2-TZVPD) of a structure of composition C3H8BrCuO3S.

The geometry in ORCA input format:
```
! wB97M-V def2-TZVPD RIJCOSX def2/J DEFGRID3
* xyz 0 3
H 2.41 0.89 -0.88
H -2.94 -0.77 1.34
Cu 3.06 2.35 -6.00
O -0.91 -0.36 0.21
H -2.30 0.12 2.79
S 0.41 -0.71 -0.82
O 0.94 -1.95 -0.22
H 1.38 1.00 0.63
H -0.10 -0.17 2.02
O -0.07 -0.66 -2.19
H -2.39 -1.60 2.82
C -2.22 -0.76 2.15
H -0.46 -1.90 1.70
Br 1.62 2.99 -3.55
H 0.94 1.57 -1.08
C 1.41 0.82 -0.45
C -0.78 -0.87 1.54
*
```

<S²>: 2.006
Frontier orbital gap (alpha / beta): 7.50 / 5.48 eV
HOMO level (alpha / beta): -7.04 / -9.82 eV

Atomic partial charges in e from the Mulliken method, atoms 1 to 8: atom 1 (H): 0.3924, atom 2 (H): 0.2939, atom 3 (Cu): 0.0280, atom 4 (O): -0.3276, atom 5 (H): 0.2722, atom 6 (S): 1.1142, atom 7 (O): -0.6113, atom 8 (H): 0.2668

[17]
The following is a DFT calculation (ωB97M-V/def2-TZVPD) of a cluster of 2 separate species, C3H8BrINS in total.

The geometry in ORCA input format:
```
! wB97M-V def2-TZVPD RIJCOSX def2/J DEFGRID3
* xyz 1 1
H -2.34 -1.27 2.64
C -1.55 -0.97 1.94
H 0.07 -1.43 -2.33
S -1.37 0.04 -0.83
H -1.86 -2.12 0.14
H 1.68 0.50 -1.31
C -1.99 -1.08 0.52
I -4.00 -0.32 -0.14
H 1.41 -0.90 -3.22
C 1.28 -0.45 -1.03
Br 1.97 -1.61 0.31
N 1.09 -1.32 -2.29
H -1.21 0.10 2.19
H 1.58 -2.31 -2.11
H -0.78 -1.59 2.11
*
```

Frontier orbital gap (alpha / beta): 7.43 / 6.89 eV
HOMO level (alpha / beta): -12.64 / -12.04 eV

Atomic partial charges in e from the Mulliken method, atoms 1 to 8: atom 1 (H): 0.3611, atom 2 (C): -1.0145, atom 3 (H): 0.3275, atom 4 (S): -0.0778, atom 5 (H): 0.4562, atom 6 (H): 0.4395, atom 7 (C): -0.1787, atom 8 (I): 0.1723

[18]
The following is a DFT calculation (ωB97M-V/def2-TZVPD) of the ion C3H8BrN2 with charge +1.

The geometry in ORCA input format:
```
! wB97M-V def2-TZVPD RIJCOSX def2/J DEFGRID3
* xyz 1 1
C -0.12 0.16 0.53
Br -2.36 -1.51 0.44
H -0.91 0.44 -1.24
H 1.25 0.90 -2.48
H 2.05 0.20 -1.11
C 1.08 0.17 -1.71
H 0.63 -0.56 2.22
N 0.00 0.42 -0.86
C -1.55 0.18 1.09
N 0.83 -0.41 1.26
H -2.10 0.95 0.62
H 1.93 -0.42 1.11
H 0.91 -0.78 -2.12
H -1.63 0.27 2.25
*
```

Frontier orbital gap: 10.02 eV
SMILES string: CNC(=[NH2+])CBr
HOMO level: -14.62 eV

Atomic partial charges in e from the Mulliken method, atoms 1 to 8: atom 1 (C): 0.7538, atom 2 (Br): 0.0068, atom 3 (H): 0.2697, atom 4 (H): 0.2917, atom 5 (H): 0.2481, atom 6 (C): -0.8260, atom 7 (H): 0.2477, atom 8 (N): -0.1882

[19]
The following is a DFT calculation (ωB97M-V/def2-TZVPD) of a cluster of 2 separate species, C3H8BrNO in total.

The geometry in ORCA input format:
```
! wB97M-V def2-TZVPD RIJCOSX def2/J DEFGRID3
* xyz 0 1
H -12.50 10.61 16.44
N -11.51 10.78 16.62
H -11.61 9.46 18.24
Br -11.23 10.00 13.49
C -11.32 11.99 17.45
H -12.76 11.35 18.98
H -13.22 12.79 18.15
H -11.10 8.69 16.67
H -11.07 10.85 15.68
O -10.39 12.70 17.28
C -12.35 12.25 18.52
H -9.97 9.64 17.56
C -11.03 9.55 17.33
H -11.84 12.74 19.34
*
```

Frontier orbital gap: 7.38 eV
HOMO level: -7.75 eV

Atomic partial charges in e from the Mulliken method, atoms 1 to 8: atom 1 (H): 0.3786, atom 2 (N): 0.1221, atom 3 (H): 0.3374, atom 4 (Br): -0.7702, atom 5 (C): 0.4356, atom 6 (H): 0.3472, atom 7 (H): 0.3121, atom 8 (H): 0.3253

Energy relative to the best compared isomer or geometry (same formula, charge and spin), record by record: 18.6 37.0 26.1 24.0 49.5 83.8 55.0 0.0 45.8 13.8 17.7 38.2 4.9 129.1 4.8 19.1 44.2 23.3 5.7 kcal/mol